Record 1
Entry from the Open Molecules 2025 dataset: a 6-piece molecular cluster, C41H81Cl3O10S overall (ωB97M-V with the def2-TZVPD basis set).

Each line ends with the Mulliken charge.
Atoms and positions in Å:
Cl1 -3.10852 -3.87682 -0.64981  -0.21
Cl2 -5.25970 -0.00600 -1.04894  -0.15
Cl3 -0.90523 3.28037 5.42234  -0.20
S1 -1.75486 -1.35331 2.62322  1.43
O1 1.86206 0.37308 1.58169  -0.44
O2 -3.22782 -8.10730 -4.13441  -0.44
O3 -1.99713 -1.42863 4.11775  -0.72
O4 2.33579 4.50491 -4.14824  -0.31
O5 -2.24934 1.11983 -0.97688  -0.24
O6 -1.25173 -2.70030 2.18911  -0.66
O7 -3.39460 4.99947 -2.33064  -0.41
O8 4.72046 -5.97687 -0.03674  -0.27
O9 -3.26457 -1.14042 1.87109  -0.61
O10 1.91372 6.43962 6.91835  -0.41
C1 -3.96679 6.15265 -0.23551  -1.06
C2 -5.25877 -9.49115 -4.22835  -1.03
C3 -1.84736 2.43203 2.37261  -0.81
C4 -2.93190 -0.83119 0.49129  -0.22
C5 5.42109 -3.56035 2.28390  -1.12
C6 -3.99288 6.15169 -1.75404  -0.28
C7 2.89840 5.13983 -5.28899  -0.36
C8 -2.60053 0.73660 0.39771  0.43
C9 -3.82727 -6.96051 -3.54805  -0.37
C10 3.03326 -5.83511 -1.82070  -1.17
C11 0.06462 5.42545 -4.36759  -0.98
C12 5.34684 -8.32099 -0.43783  -1.08
C13 -2.71708 1.91841 3.62025  -0.59
C14 -3.80658 -9.36281 -3.80374  -0.29
C15 1.41312 1.41567 -1.31089  -0.92
C16 -1.39851 1.23520 1.35516  0.75
C17 -0.62598 0.05794 2.14529  -0.17
C18 0.69344 -0.49772 1.42101  -0.65
C19 -5.42885 3.62086 -2.45183  -1.07
C20 -3.77926 -6.95918 -2.03034  -0.66
C21 3.32427 0.85899 -2.95368  -1.13
C22 4.70604 -0.93026 -0.92749  -0.70
C23 4.10794 6.66880 8.00494  -1.01
C24 -1.92092 1.80248 5.00499  -0.44
C25 4.81132 -2.38748 1.37859  0.57
C26 -3.98328 3.74700 -2.01126  0.57
C27 5.32988 -2.08526 -0.07853  -0.92
C28 2.98857 1.12555 -1.38038  0.89
C29 4.48175 -7.33071 0.32191  -0.37
C30 3.52362 6.48949 -4.98421  -1.08
C31 4.47501 -5.62693 -1.39298  -0.16
C32 3.51783 -0.02802 -0.41423  0.53
C33 -4.71728 -2.78148 -2.63154  -0.77
C34 2.66768 7.13826 7.89985  -0.32
C35 -4.16099 -1.33015 -0.41894  -0.70
C36 -3.60235 -2.32571 -1.56864  0.24
C37 1.77248 5.03822 7.10805  0.10
C38 1.06140 4.67001 8.39817  -1.08
C39 1.28166 5.19330 -3.49204  -0.25
C40 3.64681 -1.50122 1.87267  -0.19
C41 2.98106 -0.35993 1.01345  0.09
H1 -2.94809 6.00387 0.13269  0.26
H2 -0.61212 1.72370 0.66546  -0.81
H3 0.09810 5.18228 8.46714  0.28
H4 2.77305 7.22032 -4.67449  0.26
H5 -4.58489 5.35250 0.17894  0.21
H6 3.41858 -7.57072 0.21227  0.32
H7 -4.81826 -1.99724 0.26058  0.50
H8 0.28346 6.10490 -5.19497  0.31
H9 4.71907 -4.56549 -1.48552  0.19
H10 -4.38441 -7.76467 -1.60713  0.28
H11 -2.40012 3.19159 1.70366  0.09
H12 4.64790 -4.37637 2.52465  0.21
H13 -2.63565 -1.95448 -2.05578  0.28
H14 -0.74487 5.86502 -3.77926  0.26
H15 5.81781 -3.18507 3.30044  0.38
H16 1.64659 4.95359 9.27634  0.37
H17 2.35116 -5.31623 -1.14220  0.30
H18 1.18233 4.66995 6.26467  -0.07
H19 -0.85996 2.94932 2.66612  0.55
H20 -4.16150 -6.01379 -1.63776  0.14
H21 2.69196 -0.02120 -3.36119  0.25
H22 -3.39017 2.99024 -2.52962  0.14
H23 0.97096 -1.47840 1.97266  0.61
H24 -1.99013 -1.38501 0.10350  0.23
H25 -4.34658 7.10152 0.15183  0.44
H26 0.89135 3.59138 8.44517  0.37
H27 2.75985 -6.89289 -1.81447  0.29
H28 -3.21841 -10.11999 -4.32860  0.33
H29 1.06854 2.09167 -2.18523  0.37
H30 -6.07706 4.31023 -1.90545  0.28
H31 -2.72160 1.72780 5.83534  0.43
H32 1.64884 6.13551 -3.07074  0.33
H33 2.16497 7.08798 8.87064  0.29
H34 4.59571 6.69924 7.02724  0.28
H35 0.76135 0.48073 -1.34138  0.10
H36 0.98860 4.56835 -2.64400  0.22
H37 -0.28584 0.52329 3.14987  0.26
H38 0.49394 -0.79813 0.33844  0.10
H39 -1.29177 0.84237 5.10884  0.17
H40 5.19502 -9.33297 -0.05372  0.39
H41 -2.16431 0.30186 -1.51936  0.23
H42 -2.75436 -7.09909 -1.67661  0.26
H43 6.40460 -8.06220 -0.34141  0.29
H44 4.43854 0.74651 -3.16374  0.38
H45 -3.54006 1.31053 0.71964  0.38
H46 -5.90208 -8.80133 -3.67714  0.26
H47 5.10796 -8.33016 -1.50389  0.26
H48 -0.28406 4.48426 -4.80077  0.27
H49 -5.01363 6.27861 -2.13098  0.30
H50 3.20035 -1.63978 2.91851  0.39
H51 -3.26779 -6.09678 -3.91827  0.28
H52 2.74878 4.54568 7.04113  0.26
H53 1.24134 2.05982 -0.36444  0.19
H54 3.67614 4.46832 -5.66219  0.34
H55 2.97781 1.77595 -3.57149  0.20
H56 2.15106 5.22211 -6.08406  0.32
H57 -3.28010 0.96039 3.33357  0.20
H58 2.87824 -5.45636 -2.83433  0.40
H59 -4.43506 -2.34751 -3.66080  0.29
H60 4.25119 6.40309 -4.17306  0.30
H61 2.66138 8.18975 7.60114  0.32
H62 4.17098 5.64128 8.37056  0.26
H63 -3.42074 7.01031 -2.11591  0.34
H64 -5.37098 -9.26501 -5.29187  0.28
H65 -4.63945 -3.92563 -2.73108  0.06
H66 5.16957 -0.80389 -1.97345  0.04
H67 -5.53281 3.84812 -3.51604  0.32
H68 -4.85481 -6.84230 -3.91003  0.31
H69 4.66618 7.30428 8.69745  0.38
H70 -3.68934 -9.56432 -2.73456  0.29
H71 -5.79170 2.60579 -2.27122  0.21
H72 6.18135 -2.75696 -0.45082  0.31
H73 4.02822 6.88423 -5.86991  0.39
H74 -3.54130 2.71500 3.78937  0.37
H75 -5.62147 -10.50562 -4.04342  0.39
H76 3.53053 2.10861 -1.10543  0.23
H77 -5.79031 -2.54286 -2.31778  0.29
H78 -3.88099 3.54290 -0.94095  -0.23
H79 6.32104 -4.02713 1.74773  0.28
H80 4.70862 -7.41187 1.38848  0.31
H81 5.16367 -6.16318 -2.05344  0.29

Cartesian forces (eV/Å) of the 3 atoms listed first:
0.0 1.4 -0.3
0.9 -0.8 0.3
-0.7 -1.0 -0.5

Frontier orbital gap in eV: 8.592
SMILES: Cc1ccc(C(C)C)c(OC[C@H]2[C@H](CCCCl)[C@@H](O)[C@H]([C@@H](Cl)[C@H](C)Cl)OS2(=O)=O)c1.CCOCC.CCOCC.CCOCC.CCOCC.CCOCC



Record 2
Entry from the Open Molecules 2025 dataset: C24H25Cl2N2O7P2RhS as an isolated structure (ωB97M-V with the def2-TZVPD basis set).

Each line ends with the Mulliken charge.
Atoms and positions in Å:
Rh1 -0.17840 0.04181 0.24110  1.13
Cl1 1.95956 -0.00055 1.78112  0.07
Cl2 2.12102 2.88384 2.38164  -0.14
S1 -1.63802 -0.09821 -1.49328  -0.59
P1 -1.28828 1.87139 0.80037  1.16
P2 -1.29556 -0.89474 1.92343  2.04
O1 1.42657 -0.52561 -0.99913  -0.53
O2 4.02490 -0.49131 -4.14591  -0.68
O3 3.34314 -6.27217 -2.41765  -0.64
O4 -0.37902 -2.20538 0.31352  -0.50
O5 4.51059 -5.12631 -3.81885  -0.65
O6 0.50934 -4.17013 0.79697  -0.74
O7 3.13124 0.66805 -2.57783  -0.56
N1 3.35477 -0.39058 -3.13187  1.05
N2 3.68713 -5.22192 -2.92668  1.06
C1 3.42614 -2.79244 -3.01022  -0.34
C2 -2.91130 -1.61116 1.52802  -1.74
C3 2.13598 -4.05664 -1.41434  -0.38
C4 3.06460 -3.99627 -2.44182  -0.64
C5 -1.39881 1.81300 2.61875  0.44
C6 -3.06988 2.00683 0.41866  -1.40
C7 2.34444 1.25227 2.98810  -0.47
C8 -0.73178 3.52171 0.27500  -1.42
C9 -0.93424 0.86507 -2.80536  1.07
C10 0.17217 1.69849 -2.71953  -0.73
C11 -1.21250 1.51011 -5.11390  -0.56
C12 -1.86811 0.35932 4.47157  -0.68
C13 -1.61498 0.76311 -4.02291  -0.78
C14 -0.48767 -2.03447 3.08998  -1.47
C15 0.51113 -3.13196 0.14909  -0.35
C16 -1.92454 1.46341 5.30597  -0.77
C17 -1.44779 2.91987 3.45893  -0.62
C18 1.88369 -1.61870 -1.47365  0.44
C19 -1.58710 0.51389 3.11344  -0.09
C20 0.57574 2.43659 -3.82118  -0.72
C21 1.52928 -2.91051 -0.94558  0.70
C22 -1.70035 2.73980 4.80811  -0.65
C23 2.85472 -1.63130 -2.52681  -0.51
C24 -0.11498 2.35766 -5.01949  -0.56
H1 0.77115 1.73753 -1.81902  0.64
H2 -3.62653 -1.37311 2.31513  0.42
H3 -1.72965 3.59360 5.47184  0.45
H4 1.46222 3.05091 -3.74289  0.39
H5 4.15483 -2.74786 -3.80247  0.66
H6 -3.23423 2.08226 -0.65351  0.39
H7 -2.03381 -0.62016 4.89925  0.34
H8 -2.78596 -2.68883 1.43470  0.46
H9 -0.15332 -2.94629 2.59466  0.40
H10 -2.13125 1.32436 6.35907  0.43
H11 0.21234 2.92627 -5.87868  0.40
H12 3.39582 1.12235 3.21914  0.43
H13 -0.67552 3.52209 -0.81307  0.38
H14 -3.26855 -1.22750 0.57288  0.38
H15 -3.59852 1.12974 0.79131  0.40
H16 -1.46430 4.26769 0.58752  0.50
H17 1.86440 -5.00424 -0.97332  0.62
H18 -1.26199 -2.30077 3.81333  0.51
H19 -3.45759 2.89060 0.92755  0.49
H20 0.32755 -1.54901 3.62176  0.34
H21 -1.75420 1.41874 -6.04646  0.38
H22 -2.46264 0.09512 -4.11170  0.42
H23 0.24516 3.77379 0.67202  0.27
H24 1.71617 1.10105 3.85984  0.25
H25 -1.29440 3.91581 3.06336  0.38

Cartesian forces (eV/Å) of the 3 atoms listed first:
0.3 -1.0 0.4
0.0 0.1 -0.1
0.0 0.0 0.0

Frontier orbital gap in eV: 6.712



Record 3
Entry from the Open Molecules 2025 dataset: C16H15AuN6O2S2 as an isolated structure (ωB97M-V with the def2-TZVPD basis set).

Each line ends with the Mulliken charge.
Atoms and positions in Å:
Au1 -0.42726 0.35751 0.52811  0.42
S1 2.53772 2.95164 6.69682  -0.32
S2 -0.40934 -0.96901 -2.31090  1.38
O1 0.71834 -1.41259 -1.52747  -0.75
O2 -0.17327 -0.26562 -3.53733  -0.74
N1 3.38102 0.47780 6.37839  -0.38
N2 -3.02236 0.21091 -2.80405  -0.37
N3 0.53060 0.74564 2.29952  -0.50
N4 -3.65854 -5.78365 -3.49385  -0.58
N5 -3.04193 1.30327 -0.68656  -0.47
N6 -1.28991 -0.06578 -1.25629  -0.69
C1 2.47466 0.48266 3.64843  -0.72
C2 -4.18521 0.77935 -3.08629  -0.09
C3 -2.48797 0.50126 -1.61303  0.71
C4 -2.74616 -3.65151 -4.18112  -0.69
C5 -2.92993 -4.63474 -3.20723  1.02
C6 1.89589 1.22976 4.66808  0.88
C7 2.62627 1.50039 5.94375  0.02
C8 -4.20237 1.85405 -1.00469  -0.13
C9 -1.55729 -3.35890 -1.69138  -0.40
C10 -1.39076 -2.38458 -2.66644  -0.17
C11 -4.83960 1.63261 -2.21545  -0.66
C12 -1.98550 -2.52967 -3.90975  -0.23
C13 -0.03008 1.46904 3.27837  -0.17
C14 -2.32470 -4.47589 -1.95759  -0.73
C15 0.61975 1.73715 4.46495  -0.66
C16 1.76793 0.26813 2.48134  -0.17
H1 -4.03663 -6.26957 -2.69755  0.22
H2 -1.07561 -3.23855 -0.72967  0.38
H3 -1.02700 1.83727 3.08444  0.45
H4 3.88837 0.59292 7.24012  0.22
H5 -1.84806 -1.75319 -4.64861  0.47
H6 0.14598 2.33843 5.22702  0.38
H7 3.48010 0.09412 3.73397  0.43
H8 -4.60885 0.53705 -4.05616  0.41
H9 -4.31991 -5.70147 -4.24823  0.23
H10 -4.64286 2.50414 -0.25509  0.39
H11 -5.78451 2.09336 -2.46032  0.37
H12 -2.45115 -5.24196 -1.20162  0.28
H13 2.18715 -0.29658 1.66069  0.49
H14 3.29335 -0.44476 5.98758  0.22
H15 -3.20519 -3.77357 -5.15519  0.28

Cartesian forces (eV/Å) of the 3 atoms listed first:
0.0 0.0 0.0
0.0 0.0 0.0
0.0 0.0 0.0

Frontier orbital gap in eV: 6.765



Record 4
Entry from the Open Molecules 2025 dataset: one molecule with the formula C7H15N3O4S (ωB97M-V with the def2-TZVPD basis set).

Each line ends with the Mulliken charge.
Atoms and positions in Å:
S1 0.01968 -1.19591 1.41112  1.06
O1 2.48877 2.27506 -1.47655  -0.57
O2 -1.13810 -1.87296 1.98484  -0.72
O3 0.51722 -1.85922 0.15046  -0.72
O4 0.96268 -0.62024 2.23408  -0.59
N1 0.04976 1.00535 0.21473  -0.16
N2 0.78675 1.07273 -0.76942  -0.14
N3 -1.71965 -0.68198 -0.60378  0.23
C1 -1.95815 0.07294 -1.83145  -0.75
C2 -2.93631 -1.33408 -0.06024  -1.14
C3 2.90962 0.36711 -0.07882  -0.03
C4 2.08913 1.41492 -0.77248  0.27
C5 -1.04130 0.11758 0.45793  0.38
C6 4.46005 0.75191 -0.09086  -1.16
C7 -2.00152 0.85939 1.42102  -1.29
H1 -2.55104 -0.59962 -2.51362  0.34
H2 -3.32122 -1.94133 -0.83343  0.48
H3 -2.42303 0.01266 1.94862  0.48
H4 -0.97839 0.35191 -2.27669  0.35
H5 -2.65753 -1.98703 0.74513  0.34
H6 -2.51806 1.03920 -1.67958  0.28
H7 -1.00787 -1.52405 -0.72621  0.50
H8 4.50119 1.56768 0.61849  0.34
H9 5.13422 -0.11782 0.21456  0.34
H10 -3.60884 -0.60648 0.22532  0.50
H11 4.80673 0.92728 -1.17385  0.26
H12 2.50891 0.09750 0.95121  0.26
H13 -1.40641 1.53008 2.11255  0.38
H14 -2.81854 1.41774 0.86377  0.22
H15 2.85124 -0.54032 -0.66683  0.27

Cartesian forces (eV/Å) of the 3 atoms listed first:
-4.3 -2.8 -4.9
1.0 2.0 -1.1
1.2 -0.4 0.8

Frontier orbital gap in eV: 8.951
SMILES: CCC(=O)/N=N/[C@@](C)([NH+](C)C)S(=O)(=O)[O-]



| no. | HOMO level (eV) | calculated total energy (Ha) | maximum force (eV Å⁻¹) |
| --- | --- | --- | --- |
| 1 | -8.42 | -4141.560366 | 6.87 |
| 2 | -7.87 | -3677.444374 | 1.10 |
| 3 | -7.85 | -2029.825673 | 0.07 |
| 4 | -9.11 | -1139.002701 | 7.05 |